1.
C18H52F6LiN5O12S2 | wB97M-V/def2-TZVPD

Last column: Mulliken charge in e.
Cartesian coordinates (Å):
Li  -0.61  -0.04  0.70  0.765
C  -2.11  -2.33  2.77  0.703
F  -2.10  -3.04  1.65  -0.191
F  -2.84  -1.21  2.47  -0.217
F  -2.83  -2.94  3.74  -0.252
S  -0.25  -1.88  3.29  0.848
O  -0.05  -2.02  4.72  -0.555
O  0.65  -2.68  2.43  -0.495
N  -0.16  -0.22  2.70  -0.637
S  -0.85  0.57  3.82  0.599
O  -1.24  1.90  3.35  -0.630
O  -1.89  0.02  4.63  -0.582
C  0.66  1.02  5.02  0.667
F  1.58  0.03  5.21  -0.232
F  1.37  2.14  4.62  -0.242
F  0.22  1.31  6.16  -0.214
C  -3.30  -5.79  -2.85  -1.726
C  -2.77  -5.10  -1.58  0.216
C  -1.18  -5.07  -1.54  -0.105
O  -0.61  -6.29  -1.24  -0.416
C  0.76  -6.32  -1.09  -0.681
N  -3.41  -3.85  -1.56  -0.420
H  -4.39  -5.75  -2.85  0.536
H  -3.09  -6.85  -2.80  0.381
H  -2.96  -5.32  -3.78  0.328
H  -3.19  -5.68  -0.75  0.355
H  -0.97  -4.26  -0.84  -0.008
H  -0.76  -4.76  -2.50  0.343
H  1.34  -6.08  -1.99  0.318
H  1.06  -7.35  -0.88  0.321
H  1.08  -5.77  -0.20  0.229
H  -4.18  -3.93  -2.21  0.193
H  -3.81  -3.63  -0.66  0.212
C  -2.50  3.18  -3.06  -1.352
C  -2.51  4.06  -1.77  0.016
C  -3.36  3.33  -0.65  -0.472
O  -3.46  4.02  0.55  -0.414
C  -4.02  3.24  1.61  -0.725
N  -1.10  4.20  -1.41  -0.436
H  -3.50  2.93  -3.40  0.419
H  -2.11  2.16  -3.04  0.185
H  -2.13  3.89  -3.81  0.397
H  -2.93  5.04  -2.02  0.585
H  -3.13  2.27  -0.60  0.125
H  -4.39  3.25  -1.00  0.542
H  -4.46  3.85  2.40  0.336
H  -3.33  2.52  2.04  0.190
H  -5.00  2.81  1.41  0.335
H  -0.72  4.78  -2.15  0.231
H  -0.96  4.88  -0.69  0.229
C  1.90  0.08  -2.05  -1.128
C  1.79  -1.37  -1.58  0.264
C  3.16  -2.06  -1.34  -1.093
O  2.88  -3.34  -0.72  -0.073
C  3.78  -3.71  0.23  -0.885
N  0.88  -1.30  -0.39  0.340
H  2.16  0.81  -1.28  0.160
H  0.87  0.28  -2.36  0.173
H  2.53  0.18  -2.93  0.497
H  1.32  -1.84  -2.44  0.128
H  3.88  -1.43  -0.83  0.390
H  3.65  -2.20  -2.30  0.415
H  3.98  -3.02  1.04  0.250
H  4.69  -3.90  -0.35  0.401
H  3.54  -4.67  0.69  0.243
H  1.47  -0.74  0.22  0.310
H  0.82  -2.24  -0.01  -0.125
C  4.39  4.25  2.02  -1.636
C  3.17  4.17  1.09  0.522
C  3.52  4.16  -0.42  -0.832
O  3.53  5.42  -1.11  -0.424
C  2.28  6.07  -1.08  -0.524
N  2.59  2.84  1.51  -0.313
H  4.77  5.26  1.82  0.421
H  5.18  3.56  1.72  0.317
H  4.21  4.09  3.08  0.449
H  2.46  4.99  1.20  0.277
H  2.87  3.40  -0.86  0.455
H  4.51  3.71  -0.38  0.369
H  1.44  5.41  -1.30  0.032
H  2.15  6.86  -1.82  0.342
H  2.16  6.61  -0.14  0.317
H  2.70  2.77  2.51  0.115
H  3.10  2.02  1.21  0.111
O  2.47  -0.39  1.90  -0.549
H  1.59  -0.12  2.17  0.377
H  2.72  -1.06  2.53  0.263
O  -2.13  -1.72  -3.04  -0.688
H  -1.55  -1.64  -3.79  0.277
H  -2.21  -2.66  -2.89  0.240
O  -2.12  -0.81  -0.34  -0.234
H  -2.62  -1.59  -0.12  -0.020
H  -2.04  -0.84  -1.30  0.217
O  -0.71  1.84  0.19  0.413
H  -0.12  2.58  0.34  0.033
H  -1.12  2.02  -0.66  -0.192

Computed properties:
- gap between HOMO and LUMO (eV) = 9.06
- total charge = 0
- HOMO energy (Eh) = -0.3307
- E_tot (Ha) = -3296.66357



2.
C18H52GaO7S6 | wB97M-V/def2-TZVPD

Last column: Mulliken charge in e.
Cartesian coordinates (Å):
C  0.01  -0.55  -0.15  -1.231
C  -0.38  -1.19  -1.51  0.613
C  0.34  -0.50  -2.71  -1.351
C  -0.14  -2.75  -1.52  0.098
C  -1.18  -3.41  -0.57  -1.091
C  1.32  -3.04  -1.10  -0.615
O  1.82  -4.28  -1.51  -0.662
Ga  1.95  -4.52  -3.39  0.667
H  0.90  0.08  -0.24  0.193
H  0.13  -1.34  0.60  0.505
H  -0.79  0.11  0.24  0.026
H  -1.46  -1.06  -1.63  0.419
H  -0.38  0.20  -3.17  0.340
H  0.66  -1.21  -3.49  0.312
H  1.21  0.08  -2.38  0.222
H  -0.40  -3.07  -2.54  0.582
H  -0.76  -4.39  -0.28  0.192
H  -2.10  -3.54  -1.17  0.187
H  -1.38  -2.77  0.30  0.174
H  1.33  -3.05  0.01  0.201
H  1.96  -2.18  -1.39  0.328
H  0.76  -5.56  -3.80  -0.331
H  1.61  -3.12  -4.12  -0.301
H  3.37  -5.10  -3.86  -0.448
C  -0.23  4.54  1.41  -0.610
S  -0.80  4.15  -0.25  0.223
O  -1.11  2.69  -0.28  -0.460
C  0.80  4.38  -1.05  -1.008
H  -1.06  4.41  2.09  0.313
H  0.58  3.87  1.70  0.245
H  0.11  5.58  1.43  0.150
H  1.53  3.70  -0.60  0.287
H  1.12  5.41  -0.94  0.435
H  0.69  4.14  -2.11  0.400
C  -1.23  0.56  4.98  -1.024
S  -0.69  0.94  3.30  0.630
O  0.08  2.22  3.37  -0.639
C  -2.33  1.33  2.67  -0.999
H  -0.35  0.32  5.57  0.322
H  -1.74  1.42  5.41  0.312
H  -1.90  -0.30  4.96  0.361
H  -2.77  2.15  3.25  0.418
H  -2.96  0.45  2.72  0.482
H  -2.22  1.64  1.62  0.154
C  -5.01  -5.25  0.29  -0.708
S  -5.19  -3.48  -0.02  0.476
O  -4.05  -2.81  0.66  -0.511
C  -6.65  -3.26  1.02  -1.014
H  -4.13  -5.60  -0.24  0.021
H  -4.89  -5.43  1.36  0.322
H  -5.89  -5.77  -0.09  0.425
H  -6.43  -3.57  2.04  0.300
H  -7.48  -3.84  0.62  0.371
H  -6.91  -2.20  1.01  0.330
C  3.44  9.17  2.25  -0.950
S  2.37  7.78  2.70  0.452
O  2.52  6.75  1.63  -0.513
C  0.82  8.65  2.40  -0.972
H  4.47  8.84  2.33  0.319
H  3.23  9.48  1.22  0.299
H  3.27  10.00  2.94  0.368
H  0.78  8.99  1.36  0.308
H  0.73  9.49  3.08  0.406
H  0.00  7.95  2.58  0.302
C  4.34  2.96  -2.91  -1.025
S  4.26  4.75  -2.70  0.643
O  4.52  5.37  -4.03  -0.697
C  5.77  4.89  -1.74  -0.997
H  3.49  2.65  -3.53  0.305
H  5.27  2.69  -3.40  0.425
H  4.27  2.48  -1.93  0.343
H  6.61  4.49  -2.31  0.345
H  5.66  4.34  -0.80  0.338
H  5.94  5.94  -1.52  0.313
C  0.25  -7.94  -0.98  -0.751
S  -1.45  -7.51  -0.56  0.613
O  -1.41  -6.69  0.68  -0.598
C  -1.96  -9.18  -0.08  -1.012
H  0.76  -7.03  -1.27  0.070
H  0.74  -8.38  -0.11  0.317
H  0.25  -8.64  -1.81  0.359
H  -1.33  -9.54  0.73  0.292
H  -1.89  -9.84  -0.95  0.347
H  -3.00  -9.13  0.25  0.315

Computed properties:
- gap between HOMO and LUMO (eV) = 5.90
- total charge = -1
- HOMO energy (Eh) = -0.1575
- E_tot (Ha) = -5557.40022



3.
C18H52N3NaO9P3Si3 | wB97M-V/def2-TZVPD

Last column: Mulliken charge in e.
Cartesian coordinates (Å):
Na  0.61  0.27  -0.72  1.314
C  0.38  -0.05  -4.79  -1.569
C  0.15  1.32  -4.14  1.210
O  -0.01  2.36  -5.11  -0.649
P  -1.31  1.27  -3.04  -0.015
O  -1.89  2.73  -2.84  -0.696
O  -2.47  0.66  -3.97  -0.665
O  -1.08  0.51  -1.80  0.114
P  1.62  1.72  -3.08  0.657
O  0.88  2.85  -2.12  -0.716
O  2.61  2.39  -3.96  -0.925
O  1.96  0.54  -2.23  -0.479
H  -0.47  -0.32  -5.42  0.339
H  0.53  -0.81  -4.03  0.054
H  1.28  0.01  -5.41  0.426
H  0.86  2.78  -5.17  0.471
H  -1.34  3.23  -2.20  0.239
H  -3.34  0.98  -3.68  0.323
H  1.52  3.33  -1.58  0.326
C  3.59  0.82  1.23  -1.349
O  2.18  0.87  1.23  -0.177
Si  1.22  1.10  2.60  0.072
C  1.24  -0.51  3.57  -0.158
C  2.18  2.29  3.71  -1.334
C  -0.36  1.62  1.98  1.473
Si  -0.42  3.29  1.32  0.159
C  1.21  3.84  0.52  -0.755
C  -1.73  3.46  -0.05  -0.670
C  -0.84  4.67  2.53  -1.193
Si  -1.82  1.00  2.82  0.200
C  -3.43  1.58  2.02  -1.072
C  -2.00  1.53  4.63  -1.112
C  -1.90  -0.90  2.86  -0.706
H  4.03  1.71  1.69  0.315
H  3.94  0.76  0.19  0.332
H  3.97  -0.06  1.77  0.296
H  2.22  -0.69  4.03  0.475
H  1.01  -1.34  2.91  -0.765
H  0.49  -0.49  4.38  0.217
H  3.13  1.87  4.06  0.293
H  1.56  2.53  4.58  0.291
H  2.40  3.24  3.20  0.305
H  1.76  2.98  0.12  -0.336
H  1.87  4.32  1.26  0.355
H  1.04  4.57  -0.28  0.547
H  -1.99  2.47  -0.44  -0.283
H  -1.38  4.10  -0.87  0.557
H  -2.66  3.91  0.34  0.385
H  -0.09  4.71  3.33  0.298
H  -1.81  4.49  3.01  0.265
H  -0.88  5.65  2.04  0.341
H  -3.53  2.67  2.09  0.198
H  -4.29  1.12  2.53  0.403
H  -3.47  1.31  0.96  0.125
H  -2.04  2.63  4.70  0.253
H  -1.14  1.20  5.22  0.270
H  -2.91  1.12  5.09  0.331
H  -1.17  -1.31  2.16  -0.323
H  -2.90  -1.26  2.58  0.466
H  -1.67  -1.29  3.86  0.352
C  -0.76  -5.25  -0.34  -1.035
N  -0.10  -4.09  0.21  0.919
C  0.21  -4.19  1.63  -0.729
P  0.29  -2.75  -0.68  -1.238
O  0.47  -1.59  0.22  -0.116
N  1.63  -3.02  -1.61  0.544
C  2.90  -2.35  -1.27  -0.689
C  1.83  -4.32  -2.23  -1.130
N  -0.95  -2.61  -1.76  1.143
C  -2.28  -2.37  -1.20  -1.107
C  -0.95  -2.96  -3.16  -1.212
H  -0.12  -6.14  -0.31  0.287
H  -1.05  -5.07  -1.38  0.269
H  -1.68  -5.48  0.22  0.324
H  0.98  -4.95  1.83  0.288
H  -0.69  -4.45  2.20  0.304
H  0.57  -3.23  2.00  -0.080
H  2.72  -1.50  -0.62  -0.112
H  3.37  -1.97  -2.18  0.286
H  3.57  -3.05  -0.77  0.320
H  0.88  -4.81  -2.45  0.372
H  2.42  -4.99  -1.59  0.262
H  2.37  -4.20  -3.17  0.361
H  -2.21  -2.07  -0.15  0.197
H  -2.90  -3.27  -1.27  0.301
H  -2.75  -1.55  -1.74  0.287
H  0.07  -2.99  -3.55  0.397
H  -1.50  -2.21  -3.73  0.238
H  -1.43  -3.93  -3.34  0.248

Computed properties:
- gap between HOMO and LUMO (eV) = 5.84
- total charge = -1
- HOMO energy (Eh) = -0.1433
- E_tot (Ha) = -3613.87174